# 1
Molecular formula: C57H46Cl2CrN3O6P2Sb
Method: DFT, the ωB97M-V functional and the def2-TZVPD basis

The HOMO energy (spin up / spin down) is -1.423 / -2.716 eV. Its net charge is -2. As for the multiplicity: 5. The HOMO-LUMO gap (spin up / spin down) comes out at 0.1802 / 0.2379 hartree. As for the expectation value of S²: 6.117. The LUMO energy (spin up / spin down) is 3.480 / 3.758 eV.

Atoms and positions in Å:
Cr  -0.1967  1.8374  -1.2431
N  2.5523  0.3125  0.0933
P  1.7985  1.2008  1.3845
C  3.3155  2.0126  2.2156
C  4.5493  1.2538  2.1808
C  5.4753  1.7406  3.0216
C  5.2381  3.0429  3.7821
C  4.0455  3.7222  3.7882
C  2.9905  3.0539  3.1048
C  0.9978  2.6812  0.5467
C  -0.3455  2.9580  1.0147
C  -0.6026  4.5540  0.9516
C  0.2911  5.3450  0.3686
C  1.6492  4.9389  -0.0186
C  1.8180  3.5906  -0.0129
P  2.3012  0.7013  -1.5683
C  3.9094  1.2359  -2.2087
C  4.8288  1.8512  -1.3068
C  6.0398  2.1979  -1.8155
C  6.5586  1.7814  -3.0240
C  5.5811  0.9710  -3.9511
C  4.3161  0.7141  -3.4279
C  2.2145  -0.9475  -2.3010
C  1.2525  -1.0307  -3.4101
C  1.0568  -2.3060  -3.9183
C  1.8109  -3.4711  -3.4937
C  2.6152  -3.2578  -2.4122
C  2.8338  -2.0093  -1.9590
H  2.1038  -0.5328  0.4360
H  4.9251  0.4611  1.2271
H  6.2554  1.2279  3.3515
H  5.7109  3.2415  4.7938
H  3.5962  4.5069  4.3558
H  2.1971  3.6748  3.0526
H  -0.6979  3.0858  2.2717
H  -1.5226  4.7390  1.4841
H  0.3683  6.4180  0.6403
H  2.4443  5.5851  -0.3313
H  2.7418  3.1115  -0.3158
H  4.5140  2.0729  -0.2966
H  6.8104  2.6309  -1.0395
H  7.5699  1.8725  -3.5509
H  5.8412  0.5795  -4.8099
H  3.7556  0.2497  -4.1321
H  0.6922  -0.2277  -3.9578
H  0.1814  -2.5293  -4.5384
H  1.9434  -4.6105  -3.8559
H  3.3979  -4.0263  -2.0709
H  3.4553  -1.7666  -1.0614
N  -1.3342  2.4469  0.1468
C  -2.6195  2.4122  0.5375
C  -3.7754  2.2569  -0.5142
C  -5.0673  2.1089  -0.1474
C  -5.3830  2.2475  1.1893
C  -4.4499  2.3270  2.1773
C  -3.0810  2.4920  1.8590
H  -3.4474  1.8683  -1.4949
H  -5.7920  1.7979  -0.8569
H  -6.5815  2.1875  1.4025
H  -4.8673  2.7086  3.0957
H  -2.6908  3.2182  2.5524
C  -2.3455  -1.0727  6.6318
C  -3.3778  -1.0998  5.7794
C  -3.2891  -0.9296  4.4309
C  -2.0826  -0.6365  3.9044
C  -0.9870  -0.3582  4.7597
C  -1.1311  -0.5375  6.1677
Sb  -1.6237  -0.7677  1.7389
C  -0.0937  -2.3807  1.9323
C  0.4314  -2.8777  3.2495
C  1.3937  -3.7425  3.3056
C  2.0925  -4.2539  2.0523
C  1.4957  -3.9241  0.9185
C  0.6235  -2.8513  0.7662
C  -3.1500  -2.1408  1.5387
C  -4.3548  -1.7503  0.7478
C  -5.3945  -2.7556  0.5305
C  -5.0925  -4.0241  0.8309
C  -3.9103  -4.4002  1.3610
C  -2.9268  -3.5035  1.7509
H  -2.4597  -1.2727  7.7022
H  -4.3736  -1.4560  5.9434
H  -4.1209  -1.1201  3.8012
H  -0.1238  0.0772  4.2776
H  -0.2445  -0.4496  6.7865
H  0.0007  -2.5784  4.0917
H  1.7962  -4.2577  4.1471
H  2.9116  -4.7458  2.1773
H  2.0945  -3.9702  0.2571
H  0.1955  -2.8508  -0.1489
H  -4.2607  -0.6993  0.6420
H  -6.3620  -2.3044  0.3084
H  -5.9762  -4.7437  0.7731
H  -3.7712  -5.4860  1.5392
H  -1.9066  -4.0035  1.9386
Cl  1.9514  4.3438  -6.0851
C  2.1352  4.0032  -4.3075
Cl  3.9403  3.7200  -4.1661
C  1.3810  2.8920  -3.8424
O  1.3790  1.7416  -4.3589
O  0.5965  3.3220  -2.8177
H  2.1067  4.9735  -4.2384
O  -0.4538  -0.6141  -0.9811
C  -1.3627  -0.3690  -2.0373
O  -1.3661  0.8568  -2.4719
C  -2.2549  -1.6058  -2.7867
C  -2.5630  -2.7600  -2.0629
C  -3.3852  -3.5473  -2.7752
C  -3.9822  -3.3404  -4.0691
C  -3.5288  -2.1384  -4.8819
C  -2.8300  -1.2378  -4.1145
N  -4.7696  -4.1854  -4.7804
O  -5.1219  -5.2110  -3.9094
O  -5.3411  -3.9821  -5.9712
H  -2.3009  -3.1827  -1.1861
H  -3.6210  -4.4108  -2.2192
H  -3.7950  -1.7931  -5.8263
H  -2.5799  -0.1179  -4.7252

Cartesian forces (eV/Å) of the 6 atoms listed first:
Cr 2.281 0.056 -0.841
N -0.053 0.121 0.861
P 0.220 2.183 -0.193
C -1.833 -1.760 -0.651
C -0.412 0.181 -3.220
C -2.556 5.423 2.253

# 2
Molecular formula: C37H44CuN8OPSeTe
Method: DFT, the ωB97M-V functional and the def2-TZVPD basis

The HOMO energy (spin up / spin down) is -3.835 / -3.792 eV. Its net charge is -1. As for the multiplicity: 2. The HOMO-LUMO gap (spin up / spin down) comes out at 0.2186 / 0.2169 hartree. As for the expectation value of S²: 0.759. The LUMO energy (spin up / spin down) is 2.113 / 2.110 eV.

Atoms and positions in Å:
Cu  2.6983  0.5448  1.3539
C  0.4087  0.4606  -3.6151
N  0.9705  1.6279  -2.9724
C  0.4430  2.8877  -3.0192
C  1.2806  3.6732  -2.2808
N  2.3104  2.9253  -1.7830
C  2.0882  1.6958  -2.1972
P  3.3752  0.4049  -2.1306
C  4.4646  1.2749  -0.9647
N  4.2181  1.5717  0.2967
C  5.3329  2.1893  0.7767
C  6.2682  2.2786  -0.2133
N  5.7100  1.6928  -1.3170
C  6.3373  1.5736  -2.6188
C  2.9246  -1.0220  -1.0625
N  3.3150  -1.1414  0.1949
C  3.1358  -2.4452  0.5489
C  2.6552  -3.1397  -0.5204
N  2.5392  -2.2403  -1.5484
C  2.0214  -2.5599  -2.8627
H  -0.6581  0.6122  -3.7645
H  0.5226  -0.3975  -2.9599
H  0.8959  0.2659  -4.5738
H  -0.4767  3.0885  -3.5401
H  1.1887  4.7234  -2.0603
H  5.3910  2.5221  1.7993
H  7.2559  2.7043  -0.2341
H  7.2813  2.1125  -2.5920
H  5.7040  2.0088  -3.3898
H  6.5292  0.5298  -2.8639
H  3.3591  -2.7726  1.5515
H  2.3682  -4.1700  -0.6404
H  2.2739  -3.5921  -3.0979
H  2.4816  -1.9091  -3.6053
H  0.9381  -2.4480  -2.8975
C  1.5867  3.0181  2.9471
C  0.5068  2.1963  2.2426
O  -0.6953  2.4379  2.5013
N  0.9316  1.2956  1.3784
Te  -1.1721  1.0769  -0.1675
C  -2.6279  0.5493  -1.7461
C  -2.8329  -0.7477  -2.2326
C  -2.1564  -1.9462  -1.6250
C  -3.6860  -0.9633  -3.3169
C  -4.3523  0.0752  -3.9461
C  -5.2805  -0.1734  -5.1059
C  -4.1496  1.3596  -3.4573
C  -3.3115  1.6097  -2.3734
C  -3.1787  3.0390  -1.9054
C  -2.0902  -0.2510  1.2069
C  -1.4727  -1.4440  1.6018
C  -0.0908  -1.8610  1.1886
C  -2.1520  -2.3000  2.4654
C  -3.4048  -1.9975  2.9707
C  -4.0899  -2.9360  3.9284
C  -3.9888  -0.7987  2.5871
C  -3.3505  0.0834  1.7203
C  -4.0346  1.3810  1.3844
H  1.1122  3.9096  3.3557
H  2.3840  3.2987  2.2552
H  2.0430  2.4342  3.7481
H  -1.1286  -1.7096  -1.3491
H  -2.1638  -2.7887  -2.3207
H  -2.6533  -2.2583  -0.7045
H  -3.8276  -1.9787  -3.6769
H  -5.2327  -1.2134  -5.4302
H  -5.0289  0.4590  -5.9597
H  -6.3163  0.0438  -4.8353
H  -4.6697  2.1920  -3.9238
H  -3.8774  3.6819  -2.4429
H  -2.1712  3.4271  -2.0575
H  -3.3707  3.1227  -0.8349
H  0.2147  -1.4117  0.2451
H  -0.0333  -2.9491  1.1198
H  0.6361  -1.5312  1.9329
H  -1.6602  -3.2135  2.7829
H  -3.3607  -3.4003  4.5940
H  -4.6167  -3.7315  3.3947
H  -4.8221  -2.4067  4.5397
H  -4.9569  -0.5231  2.9945
H  -4.8618  1.5604  2.0726
H  -4.4345  1.3616  0.3663
H  -3.3300  2.2109  1.4560
Se  3.6188  -0.2479  3.6165
C  2.1177  -1.0422  4.4706
C  0.9384  -0.3446  4.7486
C  -0.0919  -0.9773  5.4230
N  -0.0571  -2.2452  5.8462
C  1.0630  -2.9128  5.5654
C  2.1486  -2.3735  4.8965
H  0.8106  0.6792  4.4251
H  -1.0076  -0.4315  5.6266
H  1.0965  -3.9469  5.8991
H  3.0301  -2.9772  4.7168

Cartesian forces (eV/Å) of the 6 atoms listed first:
Cu -0.215 -0.008 0.551
C 0.029 -0.008 0.014
N -0.032 -0.016 -0.063
C -0.029 -0.004 0.051
C 0.017 -0.005 0.026
N -0.006 0.036 -0.032

| no. | electronic energy (a.u.) |
| --- | --- |
| 1 | -5702.4671 |
| 2 | -6600.9445 |